Entry 1:
ORCA calculation (the ωB97M-V functional and the def2-TZVPD basis) on a cluster of 6 separate species, C4H21NO6 in total.

Energy relative to the best compared isomer or geometry (same formula, charge and spin) (eV): 0.096
Lowest unoccupied orbital energy (alpha / beta) (eV): 3.0622 / 3.1834
<S²>: 0.750
Total charge: -1
Spin multiplicity: 2
HOMO energy (alpha / beta) (eV): 0.234 / -6.621

XYZ file:
```
32
Properties=species:S:1:pos:R:3:forces:R:3:nbo_charge:R:1
O 1.2102 1.3573 -3.3448 0.02 -0.30 0.76 -1.23
H 1.6463 1.9674 -3.9397 0.48 0.64 -0.43 0.37
H 0.6982 0.7873 -3.9186 -0.32 -0.42 -0.32 0.45
O -0.1045 3.0272 -1.5757 -0.82 0.34 0.50 -1.05
H 0.3593 2.3591 -2.0805 0.19 -0.24 -0.60 0.47
H 0.5850 3.6114 -1.2602 0.30 0.29 0.07 0.44
O 2.2905 -1.2318 0.9206 -0.08 -0.83 0.67 -0.98
H 2.7672 -1.8895 0.4143 0.08 -0.14 -0.07 0.46
H 2.2827 -0.4562 0.3596 -0.07 0.88 -0.51 0.51
O 2.3283 1.1093 -0.5063 -0.03 -0.46 0.45 -1.00
H 1.9511 1.4079 -1.3338 -0.07 -0.05 -0.49 0.49
H 2.9518 1.7946 -0.2656 0.33 0.43 -0.03 0.50
O 3.5695 3.8293 -0.6012 0.15 -0.76 0.19 -1.20
H 2.9475 4.3229 -0.0666 -0.41 0.33 0.28 0.42
H 3.9530 4.4818 -1.1872 0.19 0.31 -0.46 0.39
C -2.3118 -2.6888 3.1152 -0.70 0.91 -0.39 -0.62
C -1.9676 -2.5691 1.5979 2.10 1.22 0.71 -0.05
C -2.2033 -1.1316 0.8513 -0.10 -1.10 0.66 -0.06
O -1.6970 -1.0854 -0.4739 0.57 -0.42 0.35 -0.58
C -1.5278 0.2315 -1.0691 -0.14 -1.19 0.16 -0.26
N -0.5197 -2.9496 1.5846 -0.71 -0.23 -1.41 -0.85
H -1.8883 -1.9029 3.7405 0.23 0.46 -0.39 0.20
H -1.8746 -3.5823 3.5609 -0.26 -0.30 -0.52 0.22
H -3.3823 -2.6315 3.3125 -0.15 -0.26 -0.02 0.19
H -2.4885 -3.3496 1.0432 -0.09 0.10 -0.07 0.18
H -1.7299 -0.3254 1.4117 -0.02 -0.06 0.44 0.17
H -3.2826 -0.9828 0.8163 -0.32 0.26 0.15 0.15
H -0.5251 0.3629 -1.4759 0.10 -0.37 0.24 0.19
H -1.6744 1.0388 -0.3516 -0.35 -0.01 -0.16 0.19
H -2.2109 0.1964 -1.9177 -0.21 0.77 0.11 0.17
H 0.1132 -2.2957 2.0229 -0.32 0.49 0.53 0.37
H -0.2655 -2.8128 0.6168 0.43 -0.30 -0.42 0.36
```
Forces are in eV/Å.

=====

Entry 2:
ORCA calculation (the ωB97M-V functional and the def2-TZVPD basis) on a cluster of 12 separate species, C4H22BO19 in total.

Energy relative to the best compared isomer or geometry (same formula, charge and spin) (eV): 2.562
Lowest unoccupied orbital energy (eV): 1.7181
Total charge: -1
HOMO energy (eV): -7.967

XYZ file:
```
46
Properties=species:S:1:pos:R:3:forces:R:3:nbo_charge:R:1
O -13.5055 -0.4913 -15.2812 -0.53 0.33 0.41 -0.60
C -13.3359 0.6508 -14.9177 -0.74 -4.06 -2.13 0.70
O -13.4162 1.6320 -15.7160 0.21 2.95 -0.92 -0.60
B -12.8104 2.7667 -15.0151 -0.49 0.42 0.35 1.15
O -12.2516 2.2186 -13.7228 -1.04 4.03 -1.64 -0.60
C -12.6485 1.0279 -13.7119 4.27 -3.66 3.67 0.65
O -12.0238 0.2350 -13.0071 -2.05 -0.27 0.07 -0.60
O -13.8631 3.7996 -14.7400 0.24 -3.19 -0.17 -0.59
C -13.2482 4.8877 -14.9108 -4.09 4.57 3.33 0.69
O -13.7204 5.9324 -14.4728 1.26 0.13 -1.30 -0.62
C -12.0065 4.7394 -15.5634 2.90 2.74 -2.80 0.68
O -11.7564 3.5111 -15.7212 -0.21 -3.45 0.03 -0.62
O -11.3498 5.6230 -16.0614 -0.11 0.40 0.58 -0.57
O -11.1808 -2.2378 -15.7924 -0.34 0.08 -0.35 -0.94
H -12.0543 -1.8330 -15.7883 -0.08 0.84 0.26 0.49
H -11.4791 -3.1355 -15.8974 0.30 -1.01 -0.06 0.47
O -10.3590 1.6134 -17.3773 3.27 1.12 1.02 -0.94
H -9.7776 2.2770 -17.8362 -1.04 -1.03 0.60 0.48
H -11.1233 1.4956 -17.8679 -2.19 -0.17 -1.68 0.46
O -9.0894 3.2681 -15.1352 0.04 0.03 0.05 -0.98
H -9.1688 3.6393 -14.2329 -0.45 -0.32 -0.94 0.48
H -9.9289 3.3084 -15.6446 0.84 -0.05 1.12 0.49
O -15.3218 6.2729 -12.4446 -0.23 0.56 0.95 -0.97
H -14.8550 6.2573 -13.2870 0.13 -0.22 -0.36 0.49
H -15.0719 7.1189 -12.0438 -0.20 -0.32 -0.13 0.45
O -11.5013 8.6229 -14.6861 -0.13 0.08 0.69 -0.96
H -11.4210 8.5277 -15.6333 -0.10 -0.37 -0.21 0.47
H -11.9304 7.8167 -14.3547 0.16 0.21 -0.52 0.49
O -9.9054 -2.5416 -13.3694 1.58 -1.09 -0.52 -0.98
H -10.3862 -2.1495 -12.6709 -0.99 0.70 0.67 0.46
H -10.3440 -2.4099 -14.2169 -0.45 0.42 0.04 0.50
O -9.4936 1.3994 -12.4024 2.09 0.14 -1.24 -0.96
H -9.6649 1.1603 -13.3387 -0.29 0.23 1.16 0.49
H -10.2717 1.4082 -11.8860 -1.49 -0.25 0.10 0.47
O -11.9273 5.0252 -12.1158 2.59 -1.00 -0.27 -0.96
H -12.3358 4.1895 -11.9328 -0.71 -0.27 0.13 0.48
H -12.5303 5.7242 -12.1513 -1.91 1.18 0.04 0.48
O -14.2908 -2.8234 -14.1262 -0.04 -0.22 -0.32 -1.01
H -14.3101 -2.0626 -14.7320 0.21 -0.44 0.72 0.48
H -13.6695 -2.6066 -13.3975 -0.58 0.08 -0.60 0.50
O -8.5967 5.7834 -16.8663 -0.37 -1.10 0.45 -0.95
H -9.4228 5.6336 -16.3697 0.39 -0.35 -0.22 0.49
H -8.6542 6.7048 -17.0191 0.17 1.53 -0.42 0.45
O -13.0086 -2.1012 -11.9043 -0.20 -0.79 -0.26 -0.95
H -13.1194 -2.2996 -10.9936 -0.32 -0.57 1.17 0.47
H -12.5060 -1.3076 -11.9076 0.72 1.43 -0.56 0.50
```
Forces are in eV/Å.

=====

Entry 3:
ORCA calculation (the ωB97M-V functional and the def2-TZVPD basis) on a cluster of 7 separate species, C4H22N2O7S in total.

Structure (SMILES): [NH3+]/C=C(\[O-])NCCS.O.O.O.O.O.O
Energy relative to the best compared isomer or geometry (same formula, charge and spin) (eV): 4.661
Lowest unoccupied orbital energy (eV): 0.0131
HOMO energy (eV): -7.685

XYZ file:
```
36
Properties=species:S:1:pos:R:3:forces:R:3:nbo_charge:R:1
N -2.8529 -0.7015 0.0454 0.13 0.49 3.56 -0.66
C -1.5536 -0.1021 0.2658 1.33 1.05 0.98 -0.45
C -0.4471 -0.8138 -0.0654 4.01 0.98 -0.59 0.58
O -0.3431 -1.8697 -0.7101 -1.70 -3.29 -0.57 -0.86
N 0.9006 -0.3485 0.2080 0.11 -3.20 -1.26 -0.67
C 1.2450 0.9918 0.1703 -0.55 2.19 0.64 -0.24
C 2.2526 1.3938 -0.9211 -0.03 0.22 -0.62 -0.50
S 1.9273 3.1705 -1.3946 1.38 0.52 0.62 -0.09
H -3.4382 0.0813 -0.0385 -1.62 0.98 -0.03 0.41
H -2.8733 -1.1991 -0.7927 0.05 -1.42 -2.14 0.45
H -3.2285 -1.3733 0.8051 0.83 1.26 -0.98 0.42
H -1.3715 0.8875 0.7268 -1.18 -0.96 -0.09 0.21
H 1.6595 -0.9298 -0.3182 -2.37 1.11 1.26 0.40
H 0.2863 1.5628 0.1265 0.96 0.07 -0.47 0.19
H 1.6059 1.2353 1.1492 0.74 0.84 0.53 0.19
H 1.9817 0.9812 -1.9074 0.45 -0.73 0.81 0.22
H 3.3711 1.1124 -0.6512 -2.47 1.14 -0.77 0.27
H 0.6606 3.0886 -1.8105 -0.08 -0.48 0.12 0.12
O -2.1556 -2.8902 2.2576 0.43 0.26 0.26 -0.96
H -1.2606 -2.7183 2.6253 -0.84 -0.12 -0.63 0.49
H -2.0364 -3.1100 1.3253 0.43 -0.12 0.13 0.48
O -2.7341 -2.6890 -1.4661 1.92 -2.47 -1.71 -1.00
H -2.9386 -3.1386 -2.3083 -0.63 0.40 0.45 0.48
H -1.7434 -2.9662 -1.4217 -1.65 1.54 0.76 0.53
O 3.3152 -1.1053 -1.5511 -2.01 -0.31 -1.61 -0.98
H 2.5476 -1.5746 -2.0529 1.18 1.27 0.26 0.50
H 3.5777 -1.8464 -1.0527 1.19 -1.35 1.26 0.46
O 1.0052 3.7416 1.9653 1.26 0.05 -0.92 -0.99
H 1.8583 3.7967 1.4573 -1.20 0.12 1.08 0.48
H 1.0794 3.9904 2.9053 0.32 -0.14 -0.83 0.50
O 1.2042 -2.3075 -2.7722 0.93 0.56 -3.03 -0.97
H 0.6922 -1.7686 -3.4326 0.61 -0.87 1.41 0.49
H 0.6835 -2.4881 -2.0110 -1.45 0.38 1.42 0.51
O -0.7546 3.6891 3.6361 -1.06 -1.71 2.23 -0.93
H -0.9828 2.8759 4.1602 0.65 1.33 0.25 0.46
H -1.1399 3.3416 2.8486 -0.07 0.41 -1.79 0.47
```
Forces are in eV/Å.